Entry from the OMol25 dataset: a structure of composition C20H27I2IrN5O4PS (wB97M-V/def2-TZVPD).

Calculated values
max |F| = 0.5 eV Å⁻¹
charge = +2
multiplicity = 1
energy = -75971.589 eV

XYZ file:
```
61
Properties=species:S:1:pos:R:3:forces:R:3:lowdin_charge:R:1
Ir -0.07985 -0.16640 -0.88756 0.269 0.171 0.091 1.327
I 6.00908 4.50738 -0.53911 -0.026 -0.024 -0.005 0.954
C 4.61225 2.97789 -0.71761 -0.007 0.044 0.011 -0.734
C 5.02125 1.68792 -1.02316 0.003 -0.047 -0.005 -0.205
C 4.07525 0.68735 -1.14312 0.026 0.037 -0.005 -0.622
I 4.71875 -1.25246 -1.56050 0.024 -0.011 -0.016 1.029
C 2.70402 0.93024 -0.97562 0.111 -0.016 -0.074 -0.395
O 1.90028 -0.14716 -1.16135 -0.282 0.129 0.096 -0.408
C 2.30160 2.23063 -0.63952 0.022 0.030 -0.010 -0.146
C 0.90072 2.65584 -0.26954 -0.048 -0.042 0.039 -0.133
N -0.17328 1.97004 -1.02384 -0.018 -0.136 -0.045 -0.156
C -1.52535 2.38392 -0.57881 0.044 -0.024 0.016 -0.123
C -2.55254 1.36631 -0.98042 -0.067 0.003 -0.024 -0.237
C -3.86439 1.72530 -1.22329 -0.011 -0.014 -0.010 0.019
C -4.78883 0.74811 -1.55447 -0.006 0.030 0.008 0.002
C -4.36428 -0.56646 -1.65716 0.034 -0.033 0.006 -0.004
C -3.03992 -0.86073 -1.41168 -0.022 0.037 -0.004 -0.096
N -2.14523 0.07901 -1.05923 0.009 0.093 0.036 -0.062
C 3.26764 3.23177 -0.52728 0.009 0.038 -0.026 -0.109
H 6.06897 1.46308 -1.16714 -0.004 -0.006 0.000 0.091
H 0.80680 3.73214 -0.42737 0.005 0.005 0.034 0.138
H 0.70051 2.47026 0.78975 0.004 -0.045 -0.013 0.123
H -0.06534 2.21240 -2.00920 0.026 0.047 0.007 0.156
H -1.77814 3.37583 -0.95493 -0.028 -0.016 -0.015 0.147
H -1.50427 2.42348 0.51065 0.021 0.043 0.032 0.114
H -4.15241 2.76573 -1.16014 -0.002 -0.001 0.003 0.134
H -5.82046 1.01175 -1.74466 0.004 0.000 -0.006 0.133
H -5.04227 -1.35972 -1.93703 0.001 0.000 0.002 0.129
H -2.67043 -1.86918 -1.51795 -0.007 0.005 -0.011 0.094
H 2.94937 4.23719 -0.27951 0.002 -0.004 0.001 0.106
C 1.90766 -4.05059 -0.13661 0.011 -0.056 -0.040 -0.050
O 1.39675 -3.13623 -1.13432 -0.053 0.176 0.095 -0.298
P 0.01060 -2.40495 -1.13786 0.094 -0.397 -0.235 0.550
O -0.93091 -3.35677 -0.31078 -0.071 0.047 0.078 -0.251
C -1.83501 -3.00255 0.75700 0.055 -0.086 -0.008 -0.062
O -0.43206 -2.48530 -2.65570 0.124 0.123 0.081 -0.294
C 0.31364 -3.16325 -3.71432 -0.095 -0.057 0.030 -0.024
H 1.87234 -5.05403 -0.55101 -0.006 -0.001 -0.003 0.106
H 1.31946 -4.00624 0.77682 -0.011 0.010 -0.007 0.083
H 2.93654 -3.76124 0.05728 -0.006 0.002 -0.008 0.071
H -2.83299 -3.32308 0.47067 0.001 -0.016 0.003 0.101
H -1.82472 -1.93001 0.94079 -0.002 0.023 0.011 0.050
H -1.52135 -3.54496 1.64510 -0.004 0.015 0.016 0.103
H -0.18883 -2.89545 -4.63681 0.007 -0.009 -0.006 0.100
H 0.26964 -4.23697 -3.55675 -0.002 -0.012 0.003 0.101
H 1.34321 -2.81710 -3.71665 -0.007 0.005 -0.006 0.092
C -1.41856 2.37583 4.40768 0.009 0.008 0.009 -0.074
C -1.72457 0.90351 4.11867 -0.007 -0.027 0.011 -0.222
C -0.80217 0.34398 3.08565 0.018 0.010 -0.020 -0.563
N -1.00462 0.41381 1.81842 -0.014 -0.030 0.025 0.041
N 0.03743 -0.12468 1.10212 -0.255 0.023 -0.283 -0.194
C 1.03363 -0.60545 1.82997 0.195 -0.033 0.061 -0.645
N 2.11599 -1.20084 1.33380 -0.051 -0.030 0.168 0.160
S 0.71786 -0.40234 3.51254 -0.022 0.021 -0.029 1.203
H -2.10212 2.75455 5.16471 -0.001 -0.001 0.000 0.089
H -1.53772 2.98139 3.50876 0.000 -0.005 0.003 0.074
H -0.40191 2.50588 4.77967 -0.001 -0.001 -0.001 0.083
H -2.74396 0.78266 3.75137 0.006 0.026 -0.020 0.123
H -1.63996 0.31307 5.03214 -0.001 -0.002 -0.002 0.117
H 2.32298 -1.07929 0.33822 -0.001 -0.017 -0.043 0.033
H 2.87423 -1.44479 1.95025 0.003 -0.003 0.008 0.132
```
Positions in Å, forces in eV/Å.


Entry from the OMol25 dataset: the molecule C4H4O3 (wB97M-V/def2-TZVPD).

Calculated values
max |F| = 0.6 eV Å⁻¹
multiplicity = 1
SMILES string = CC(=O)C(=O)C=O
energy = -10353.800 eV

XYZ file:
```
11
Properties=species:S:1:pos:R:3:forces:R:3:lowdin_charge:R:1
C -1.55651 0.27803 -0.53636 0.025 0.045 -0.042 0.014
C -0.40676 -0.62795 -0.26586 0.053 -0.325 -0.372 -0.391
O -0.03744 -1.51510 -1.00373 -0.306 0.159 0.341 0.126
C 0.54898 -0.34946 0.88392 -0.024 -0.243 0.521 -0.283
O 0.33700 -0.62017 2.04001 0.159 0.223 -0.529 0.145
C 1.87333 0.23148 0.38639 0.126 0.294 -0.318 -0.142
O 1.85883 1.03978 -0.50930 0.055 -0.395 0.476 0.098
H -2.01704 0.74040 0.33934 0.191 -0.224 0.023 0.093
H -2.30516 -0.21719 -1.16105 0.232 0.205 -0.001 0.097
H -1.02153 1.06730 -1.08420 -0.475 0.131 -0.157 0.106
H 2.79430 -0.10734 0.89181 -0.036 0.129 0.059 0.138
```
Positions in Å, forces in eV/Å.


Entry from the OMol25 dataset: the molecule C2H5N3O2S3 in a non-equilibrium geometry (wB97M-V/def2-TZVPD).

Calculated values
max |F| = 2.7 eV Å⁻¹
multiplicity = 1
energy = -43222.330 eV

XYZ file:
```
15
Properties=species:S:1:pos:R:3:forces:R:3:lowdin_charge:R:1
C -2.02363 0.52669 0.01887 1.168 -1.415 -0.214 -0.820
C 2.42271 -0.70446 -0.28088 -2.309 -0.196 -1.415 -0.559
N -2.67141 1.37987 0.89171 0.666 -0.061 -1.755 0.091
N -2.32771 -0.68314 -0.29421 0.275 2.478 0.491 -0.704
N 1.41115 -1.29023 -1.17698 0.368 0.666 -0.479 -0.387
O 1.86771 -0.95458 0.97373 0.939 0.434 0.914 -0.016
O 2.63726 0.69711 -0.43255 0.174 -0.833 1.432 -0.037
S -3.61828 -1.58385 -0.26636 -1.119 -0.812 0.214 0.614
S -0.06452 -0.80974 -1.34922 0.456 -1.187 -1.070 0.690
S -0.36083 1.02529 -0.54976 -1.094 1.106 0.865 0.638
H 3.21650 -1.35325 -0.65217 1.161 0.559 1.207 0.136
H -3.11055 0.86672 1.61351 -0.605 -0.116 0.982 0.080
H -2.06774 2.14642 1.14069 -0.279 0.083 0.523 0.075
H 2.12750 -0.31925 1.67236 0.189 -0.298 -0.870 0.121
H 2.56185 1.05640 -1.30875 0.009 -0.408 -0.824 0.081
```
Positions in Å, forces in eV/Å.


Entry from the OMol25 dataset: the molecule C6H10N2O in a non-equilibrium geometry (wB97M-V/def2-TZVPD).

Calculated values
max |F| = 6.2 eV Å⁻¹
multiplicity = 1
SMILES string = N[C@]12[C@@H]3CN[C@@H]1CO[C@@H]32
energy = -11401.203 eV

XYZ file:
```
19
Properties=species:S:1:pos:R:3:forces:R:3:lowdin_charge:R:1
C -0.14356 0.56021 0.16029 -1.000 4.101 1.154 -0.482
C 0.00640 -0.70535 -0.73982 -0.233 0.034 0.281 -0.190
C -1.63326 -0.77713 -0.73502 0.353 -0.935 -1.667 -0.093
C -0.54503 -0.11452 1.32950 -5.332 -2.666 1.756 -0.057
C 0.86920 0.18138 1.14629 1.936 -1.997 -2.068 -0.097
C 1.89471 -0.51859 0.19432 0.090 -2.388 1.271 -0.214
H -0.18781 2.79509 -0.61171 -2.268 -3.978 0.545 0.161
H -1.55407 1.34215 -0.81963 1.453 3.860 -0.216 0.016
H 0.38023 -1.58049 -0.16081 -2.554 -0.009 -0.378 0.119
H -2.27896 -1.39894 -1.59042 1.866 1.089 2.927 0.170
H -2.00663 0.38140 -0.83958 -0.593 -4.795 0.266 0.095
H -1.20288 0.10365 2.27756 1.700 0.121 -2.072 0.193
H 1.41641 0.66182 1.86320 0.547 1.843 2.060 0.113
H 2.79593 -0.01193 0.33431 1.824 0.435 0.065 0.100
H 1.97023 -1.66767 0.30471 0.504 1.760 0.693 0.159
H 1.10590 0.60221 -1.34364 2.828 -1.734 -0.202 0.144
N -0.81383 1.86948 -0.26770 2.699 -0.005 -0.093 0.054
N 1.43913 -0.43302 -1.13871 -2.619 3.683 -4.085 -0.023
O -1.51210 -1.28976 0.63686 -1.201 1.580 -0.238 -0.168
```
Positions in Å, forces in eV/Å.